# C56H48N2O2OsS

C56H48N2O2OsS as an isolated structure in a non-equilibrium geometry (ωB97M-V/def2-TZVPD, the Open Molecules 2025 dataset).

```
110
Properties=species:S:1:pos:R:3:mulliken_spin:R:1
Os 0.7657 0.3734 -0.2811 2.198
O 0.7708 0.3491 1.6825 0.084
C 1.2673 -0.6552 2.4980 0.032
C 1.9950 -1.8112 1.7262 0.065
C 1.1209 -2.6269 0.8249 -0.069
C 0.8402 -3.9505 1.1498 -0.002
C 0.0963 -4.7176 0.2722 0.000
C -0.3919 -4.1288 -0.8820 -0.005
C -0.1357 -2.7803 -1.1204 0.016
C -0.8957 -2.1261 -2.2543 0.053
C -0.3284 -0.9705 -3.1163 -0.017
O -0.1292 0.1717 -2.2322 -0.007
C -1.4808 -0.6150 -4.0644 0.039
C -2.4779 0.2709 -3.6764 0.000
C -3.5406 0.5406 -4.5208 0.004
C -3.6238 -0.0758 -5.7565 0.000
C -2.6371 -0.9670 -6.1451 0.002
C -1.5769 -1.2429 -5.3012 0.031
C 0.9112 -1.2462 -3.9028 0.290
C 1.3806 -0.0488 -4.6590 0.016
C 2.5142 -0.3606 -5.5654 0.287
C 3.1524 -1.5558 -5.5470 -0.083
C 2.7354 -2.5993 -4.7028 0.427
C 1.6094 -2.4190 -3.8961 -0.179
N 0.6292 -2.0680 -0.2925 0.021
C 2.2373 0.0922 3.4158 0.011
C 1.6940 1.1597 4.1283 -0.002
C 2.5030 2.0273 4.8370 -0.001
C 3.8761 1.8434 4.8423 0.001
C 4.4228 0.7818 4.1463 -0.002
C 3.6121 -0.0894 3.4355 0.010
C 0.1269 -1.3334 3.2600 -0.053
C 0.2353 -1.7368 4.5846 0.000
C -0.8166 -2.3975 5.1997 0.000
C -1.9809 -2.6657 4.4987 0.000
C -2.0925 -2.2718 3.1765 0.003
C -1.0444 -1.6112 2.5642 -0.003
H 2.4395 -2.4672 2.4763 0.003
H 2.7722 -1.3409 1.1238 -0.008
H 1.2147 -4.3740 2.0690 0.002
H -0.1216 -5.7507 0.4946 0.000
H -0.9835 -4.7012 -1.5806 0.001
H -1.8166 -1.7373 -1.7960 0.003
H -1.2000 -2.9089 -2.9535 -0.006
H -2.4182 0.7629 -2.7174 -0.005
H -4.3119 1.2277 -4.2079 0.000
H -4.4461 0.1426 -6.4208 0.000
H -2.6994 -1.4528 -7.1084 0.000
H -0.8056 -1.9348 -5.6135 -0.016
H 0.5583 0.4123 -5.2289 0.041
H 2.8292 0.4196 -6.2415 0.002
H 3.9801 -1.7318 -6.2204 0.006
H 3.2584 -3.5421 -4.7012 0.008
H 1.2719 -3.2427 -3.2807 0.008
H 0.6265 1.3176 4.0900 -0.001
H 2.0625 2.8547 5.3762 0.000
H 4.5145 2.5293 5.3818 0.000
H 5.4926 0.6304 4.1432 0.000
H 4.0761 -0.8957 2.8910 0.000
H 1.1420 -1.5298 5.1357 0.000
H -0.7213 -2.7022 6.2328 0.000
H -2.8047 -3.1778 4.9732 0.000
H -3.0041 -2.4845 2.6359 0.000
H -1.1243 -1.2979 1.5303 0.040
C -5.0838 2.3493 4.4770 -0.001
C -4.0702 1.5222 3.6791 0.000
C -4.7546 0.2323 3.2116 -0.001
C -2.9133 1.1524 4.6147 0.000
C -3.5252 2.2551 2.4582 0.005
C -4.0461 3.4908 2.0690 -0.005
C -3.5838 4.1580 0.9526 0.004
C -2.5895 3.5703 0.1974 -0.001
S -1.8610 4.1615 -1.2649 -0.011
C -0.8963 2.6924 -1.3293 -0.139
N -1.0946 1.8598 -0.3266 0.020
C -2.0381 2.3224 0.5521 0.042
C -2.5118 1.6823 1.6978 -0.012
C 0.0799 2.5383 -2.3692 -0.088
C 0.5514 3.6642 -3.0593 0.416
C 1.5759 3.5255 -4.0028 -0.100
C 2.1780 2.3380 -4.2361 0.274
C 1.7793 1.0664 -3.5753 0.098
C 0.6445 1.2577 -2.6076 0.144
H -5.4424 1.7623 5.3201 0.000
H -5.9474 2.6152 3.8723 0.000
H -4.6294 3.2563 4.8692 0.000
H -5.1637 -0.3052 4.0634 0.000
H -4.0376 -0.4106 2.7112 0.001
H -5.5686 0.4534 2.5247 0.000
H -3.2932 0.6658 5.5108 0.000
H -2.3728 2.0470 4.9156 0.000
H -2.2173 0.4707 4.1347 0.001
H -4.8263 3.9546 2.6452 0.000
H -3.9827 5.1195 0.6687 0.000
H -2.0589 0.7423 1.9732 0.010
H 0.1495 4.6387 -2.8325 0.038
H 1.9201 4.4028 -4.5278 -0.007
H 2.9990 2.2674 -4.9282 0.003
H 2.6582 0.6388 -3.0709 0.058
C 5.5965 -0.0906 -0.8577 0.049
C 5.0889 0.8674 0.0054 -0.031
C 3.7190 1.0211 0.1670 -0.038
C 2.8098 0.2010 -0.5083 -0.032
C 3.3516 -0.7635 -1.3703 0.048
C 4.7191 -0.9047 -1.5538 0.002
H 6.6643 -0.2131 -0.9783 0.004
H 5.7603 1.4987 0.5698 -0.001
H 3.3550 1.7717 0.8614 0.007
H 2.6953 -1.4483 -1.8965 0.002
H 5.0883 -1.6613 -2.2362 -0.006
```

orbital gap (alpha / beta)	5.70 / 5.55	eV
multiplicity	5
molar mass	1003.3	g mol⁻¹
HOMO energy (alpha / beta)	-0.2040 / -0.2288	Eh
LUMO energy (alpha / beta)	0.1 / -0.7	eV
<S²>	6.2122
total energy	-2911.476729	hartree
net charge	0